C66H56F9GaN5O3PS | ωB97M-V/def2-TZVPD

Last column: Löwdin charge in e.
Positions of all 142 atoms, in Å:
Ga 0.809 -0.346 -0.039  0.779
N 3.078 4.190 8.961  0.161
C 2.823 3.656 7.979  -0.196
C 2.525 2.982 6.773  -0.232
C 2.205 3.704 5.624  -0.005
C 1.913 3.029 4.457  0.005
C 1.967 1.635 4.410  -0.179
C 2.289 0.922 5.560  -0.016
C 2.544 1.586 6.741  -0.002
C 1.673 0.987 3.120  -0.068
C 2.652 0.273 2.458  -0.227
C 3.941 -0.089 2.968  0.006
C 4.568 -0.815 1.994  -0.045
C 3.673 -0.869 0.900  -0.120
N 2.548 -0.233 1.173  0.010
C 0.343 1.189 2.625  -0.248
C -0.790 1.322 3.529  0.019
C -1.899 1.311 2.784  0.030
C -1.478 1.358 1.350  -0.292
N -0.045 1.176 1.375  0.058
H 2.186 4.784 5.645  0.121
H 1.651 3.584 3.569  0.109
H 2.272 -0.155 5.527  0.114
H 2.764 1.032 7.642  0.122
H 4.299 0.154 3.948  0.107
H 5.548 -1.248 2.027  0.098
H 3.845 -1.317 -0.067  0.118
H -0.697 1.318 4.599  0.127
H -2.922 1.367 3.101  0.119
H -1.667 2.406 1.049  0.147
O 0.488 -0.987 4.225  0.066
C -0.029 -1.649 3.342  -0.496
N -0.961 -2.615 3.573  0.166
C -1.163 -3.426 2.396  -0.257
C -0.469 -2.512 1.372  -0.436
O -0.469 -2.608 0.141  -0.011
N 0.178 -1.546 1.989  0.183
C -0.441 -4.769 2.492  -0.122
C -0.224 -5.386 3.720  -0.018
C 0.350 -6.645 3.775  -0.076
C 0.709 -7.303 2.612  -0.086
C 0.511 -6.683 1.389  -0.064
C -0.052 -5.421 1.331  -0.018
C -2.613 -3.745 2.091  -0.137
C -2.983 -4.118 0.807  -0.021
C -4.263 -4.567 0.545  -0.068
C -5.197 -4.637 1.565  -0.090
C -4.846 -4.227 2.838  -0.080
C -3.563 -3.782 3.104  -0.024
H -1.115 -2.949 4.509  0.138
H -0.494 -4.900 4.646  0.107
H 0.507 -7.115 4.735  0.105
H 1.142 -8.291 2.656  0.102
H 0.789 -7.182 0.473  0.105
H -0.176 -4.928 0.379  0.102
H -2.263 -4.048 0.009  0.080
H -4.527 -4.877 -0.455  0.103
H -6.191 -5.005 1.362  0.107
H -5.573 -4.265 3.636  0.106
H -3.310 -3.469 4.104  0.108
C -2.510 -3.423 -2.880  -0.368
S -2.594 -1.615 -2.745  0.807
C -3.100 -1.191 -4.438  -0.357
H -3.503 -3.852 -2.771  0.031
H -1.859 -3.750 -2.076  0.007
H -2.081 -3.707 -3.836  0.032
H -2.391 -1.614 -5.141  0.033
H -3.082 -0.109 -4.509  0.019
H -4.102 -1.562 -4.625  0.037
C 1.835 -3.371 -1.988  -0.047
C 2.033 -2.499 -3.225  -0.362
C 0.728 -1.862 -3.694  -0.072
C 3.137 -1.488 -3.024  -0.143
C 4.351 -1.800 -3.620  -0.049
C 5.412 -0.921 -3.611  -0.088
C 5.214 0.328 -3.067  -0.048
C 4.023 0.687 -2.451  -0.130
C 3.930 2.137 -2.023  -0.346
C 2.678 2.802 -2.597  -0.060
C 4.097 2.279 -0.510  -0.047
C 2.978 -0.267 -2.328  -0.259
O 1.842 0.025 -1.658  -0.187
H 1.025 -4.077 -2.160  0.078
H 1.578 -2.761 -1.120  0.040
H 2.744 -3.929 -1.765  0.088
H 2.374 -3.156 -4.036  0.129
H 0.210 -1.367 -2.875  0.024
H 0.087 -2.640 -4.098  0.066
H 0.927 -1.139 -4.482  0.085
H 4.463 -2.752 -4.119  0.110
H 6.356 -1.181 -4.065  0.099
H 6.010 1.056 -3.133  0.111
H 4.783 2.652 -2.479  0.127
H 1.779 2.272 -2.294  0.013
H 2.736 2.783 -3.685  0.088
H 2.601 3.840 -2.276  0.087
H 3.360 1.687 0.023  0.044
H 4.013 3.321 -0.208  0.075
H 5.081 1.912 -0.219  0.090
F -2.728 4.266 -7.557  0.140
C -1.466 4.323 -7.090  -0.587
F -1.154 5.632 -7.015  0.143
F -0.683 3.799 -8.040  0.143
C -1.319 3.650 -5.755  -0.112
C -2.175 4.037 -4.733  0.005
C -2.027 3.491 -3.473  -0.079
C -1.040 2.544 -3.220  -0.311
C -0.220 2.135 -4.265  -0.071
C -0.343 2.693 -5.526  0.012
P -0.710 1.787 -1.576  1.174
C -0.338 3.333 -0.628  -0.324
C 0.918 3.438 -0.043  -0.097
C 1.267 4.554 0.689  0.008
C 0.347 5.584 0.841  -0.109
C -0.921 5.482 0.288  0.008
C -1.260 4.357 -0.441  -0.070
C 0.760 6.792 1.629  -0.587
F 1.219 6.452 2.850  0.132
F 1.761 7.468 1.038  0.147
F -0.234 7.667 1.828  0.144
C -2.321 1.273 -0.979  -0.317
C -3.472 1.156 -1.733  -0.127
C -4.568 0.442 -1.280  -0.026
C -4.496 -0.225 -0.034  -0.117
C -3.387 -0.190 0.746  0.067
C -2.165 0.495 0.288  -0.278
C -5.725 -0.962 0.414  -0.578
F -5.966 -2.063 -0.318  0.142
F -5.677 -1.359 1.694  0.143
F -6.831 -0.198 0.307  0.138
H -2.945 4.766 -4.932  0.129
H -2.692 3.818 -2.694  0.092
H 0.529 1.382 -4.077  0.093
H 0.313 2.393 -6.328  0.124
H 1.608 2.623 -0.161  0.065
H 2.239 4.630 1.152  0.125
H -1.641 6.272 0.441  0.122
H -2.263 4.271 -0.828  0.099
H -3.546 1.661 -2.684  0.096
H -5.465 0.376 -1.874  0.129
H -3.332 -0.724 1.683  0.128
H -1.373 -0.308 0.052  0.090

Properties
LUMO level (alpha / beta) (eV): -1.54 / -2.17
HOMO (alpha / beta) (Ha): -0.2907 / -0.2402
Gap between HOMO and LUMO (alpha / beta) (eV): 6.373 / 4.366
Total charge: 0